Formula: C9H14N
Source: the OMol25 dataset
Level of theory: wB97M-V/def2-TZVPD

Each line ends with the Löwdin charge.
CARTESIAN COORDINATES (ANGSTROEM)
C  0.497  -0.402  1.830  -0.07
C  1.613  -0.679  1.119  -0.08
C  1.024  -1.604  -1.099  -0.09
C  -0.285  -1.697  -0.431  -0.02
C  -1.008  -0.382  1.416  -0.13
C  1.888  -1.160  -0.237  -0.09
C  -0.786  -0.511  -0.005  -0.28
C  -1.662  1.232  -1.394  0.00
C  0.329  1.792  -0.112  0.02
N  -0.375  0.679  -0.865  -0.11
H  0.369  -0.277  2.917  0.12
H  2.597  -0.645  1.621  0.13
H  1.064  -2.211  -2.019  0.14
H  -0.758  -2.609  -0.103  0.14
H  -1.562  -1.364  1.803  0.19
H  -1.499  0.540  1.972  0.16
H  2.960  -1.001  -0.358  0.13
H  -1.455  2.053  -2.035  0.09
H  -2.249  0.504  -2.009  0.12
H  -2.365  1.386  -0.526  0.13
H  1.410  1.638  -0.315  0.12
H  -0.002  2.759  -0.555  0.11
H  0.175  1.864  0.980  0.11
H  0.079  0.095  -1.594  0.16

Calculated values
- LUMO (eV) = -3.84
- total charge = +1
- E (eV) = -11038.8585
- SMILES = C[NH+](C)C1=CC=CC=CC1
- HOMO level (eV) = -13.0
- frontier orbital gap (eV) = 9.13
- M (g/mol) = 136.22